Entry from the OMol25 dataset: a 2-piece molecular cluster, C2H10N3 overall in a non-equilibrium geometry (ωB97M-V/def2-TZVPD).

Each line ends with the natural charge from an NBO analysis.
Cartesian coordinates (Å):
H  0.4739  -0.1821  3.4459  0.4177
H  0.5939  -0.8652  -2.7481  0.2395
N  0.2772  -0.1199  2.4580  -0.7903
N  -1.3004  -0.4965  0.7796  -0.8245
H  0.9798  -0.4951  1.8354  0.3897
H  1.6158  0.6353  -2.7912  0.2360
N  0.0567  0.5992  -1.3484  -0.7006
H  -0.4731  0.0384  -0.6339  0.4661
H  -0.6199  1.0629  -1.9783  0.4283
H  -2.2891  -0.5748  0.6069  0.3800
H  1.8556  -0.5317  -1.4304  0.2337
C  1.1143  -0.1068  -2.1473  -0.4209
H  0.4845  1.3487  -0.8407  0.4199
C  -1.0129  -0.2450  2.0108  0.3394
H  -1.7563  -0.0672  2.7816  0.1861

Forces on atoms 1 to 2 (eV/Å):
-0.116 0.081 -0.154
0.541 0.135 0.252

Properties
E_LUMO   -0.1170 hartree
Charge   +1
Orbital gap   0.387 Eh
HOMO level   -13.7 eV

=====

Entry from the OMol25 dataset: a 2-piece molecular cluster, C2H10N3 overall in a non-equilibrium geometry (ωB97M-V/def2-TZVPD).

Each line ends with the natural charge from an NBO analysis.
Cartesian coordinates (Å):
H  2.6944  0.4644  1.5079  0.4195
N  -1.3360  -0.7198  -0.3417  -0.3478
H  3.0078  1.3839  0.0210  0.4443
H  -1.0484  -0.2360  1.7913  0.2184
C  2.1698  -0.5642  -0.1029  0.1442
H  1.6800  -1.2712  0.5323  0.2089
H  -2.1184  -0.4330  -0.9517  0.4132
H  -0.4859  0.9017  -1.1552  0.3271
H  -2.0986  0.6701  0.7902  0.2072
C  -1.7604  -0.2556  1.0058  -0.4059
N  2.5783  0.5666  0.5356  -0.6626
H  2.0767  -0.7220  -1.1818  0.2691
N  -0.2211  -0.1037  -0.9286  -0.8559
H  -1.1787  -1.7461  -0.2910  0.4105
H  -2.5700  -0.9351  1.2417  0.2099

Forces on atoms 1 to 2 (eV/Å):
0.049 0.464 1.282
-0.039 0.217 0.234

Properties
E_LUMO (alpha / beta)   -0.1622 / -0.1622 hartree
Charge   +1
Orbital gap (alpha / beta)   0.271 / 0.271 Eh
HOMO level (alpha / beta)   -11.8 / -11.8 eV

=====

Entry from the OMol25 dataset: C2H10N4 as an isolated structure (ωB97M-V/def2-TZVPD).

Each line ends with the natural charge from an NBO analysis.
Cartesian coordinates (Å):
C  -0.4924  0.1944  0.3209  0.5943
H  -0.3519  1.0055  2.1605  0.3920
H  -0.5340  -0.1601  -2.8027  0.3372
H  -1.6042  -1.3212  1.3000  0.2255
N  -0.2220  -0.4322  -1.8767  -0.7882
N  1.6101  0.0304  -0.2719  -1.1794
H  -0.9141  1.4113  -1.1845  0.3469
H  -0.3122  2.1308  0.9214  0.3845
C  -0.6008  -1.1922  0.8809  -0.6817
H  2.1901  -0.7165  0.0880  0.3556
H  0.9512  -0.2420  -1.3576  0.4073
N  -0.6364  1.2233  1.2193  -0.8053
H  0.1386  -1.3440  1.6655  0.2226
H  -0.4474  -1.9168  0.0875  0.2672
H  2.1092  0.9093  -0.2037  0.3475
N  -0.8836  0.4201  -0.9468  -0.4261

Forces on atoms 1 to 2 (eV/Å):
-0.122 0.049 -0.215
-0.009 -0.030 -0.051

Properties
E_LUMO   0.0321 hartree
Charge   0
Orbital gap   0.290 Eh
HOMO level   -7.0 eV

=====

Entry from the OMol25 dataset: a 2-piece molecular cluster, C2H10N4 overall in a non-equilibrium geometry (ωB97M-V/def2-TZVPD).

Each line ends with the natural charge from an NBO analysis.
Cartesian coordinates (Å):
H  0.5445  0.3845  -1.7485  0.1494
N  0.6030  -1.6143  -1.3264  -0.8651
H  0.8583  2.1673  0.6663  0.3976
H  -0.5825  2.4376  1.4148  0.3610
H  1.0641  -2.2054  -2.0669  0.3619
H  -1.6773  -0.0708  -0.6608  0.3604
N  0.2991  1.8915  1.4636  -0.8480
H  -2.1773  -0.3741  -2.2345  0.3767
C  -0.1095  -0.4723  -1.9569  -0.0604
H  0.6278  -0.9508  2.6747  0.3300
H  -0.0068  -2.1933  -0.7620  0.3607
H  -0.9906  0.1526  1.4502  0.1373
N  0.9873  -0.0715  2.2479  -0.6289
C  0.0016  0.5824  1.7380  0.2509
H  0.0479  -0.4240  -3.0365  0.1788
N  -1.4694  -0.1463  -1.5828  -0.8622

Forces on atoms 1 to 2 (eV/Å):
-0.286 0.252 0.721
0.127 -0.717 -1.423

Properties
E_LUMO   0.0332 hartree
Charge   0
SMILES   [H]/N=C/N.NCN
Orbital gap   0.366 Eh
HOMO level   -9.0 eV

=====

Entry from the OMol25 dataset: a 2-piece molecular cluster, C2H10N4 overall in a non-equilibrium geometry (ωB97M-V/def2-TZVPD).

Each line ends with the natural charge from an NBO analysis.
Cartesian coordinates (Å):
C  -0.5403  -1.7888  2.8410  0.2735
H  -1.9578  -0.5469  2.6642  0.3391
H  0.4394  1.7579  -3.4677  0.1842
C  0.5290  1.2610  -2.5082  -0.0457
N  -0.7532  0.6359  -2.1874  -0.9072
N  0.6913  -2.1735  2.4627  -0.8089
H  -1.6689  0.9667  -2.4848  0.3794
H  1.1414  -3.0075  2.7754  0.3909
H  -0.7020  0.0353  -1.3836  0.3684
H  0.8494  1.9067  -0.5576  0.3698
N  -0.9793  -0.6532  2.4432  -0.7416
N  0.9610  2.2115  -1.5128  -0.8699
H  -1.1381  -2.5795  3.3052  0.1515
H  1.2090  -1.5585  1.8654  0.3966
H  1.3152  0.4025  -2.4820  0.1603
H  0.6038  3.1305  -1.7731  0.3596

Forces on atoms 1 to 2 (eV/Å):
-0.782 0.397 -1.118
-0.191 0.077 0.211

Properties
E_LUMO   0.0347 hartree
Charge   0
SMILES   [H]/N=C/N.NCN
Orbital gap   0.340 Eh
HOMO level   -8.3 eV

=====

Entry from the OMol25 dataset: a 2-piece molecular cluster, C2H10N4O overall in a non-equilibrium geometry (ωB97M-V/def2-TZVPD).

Each line ends with the natural charge from an NBO analysis.
Cartesian coordinates (Å):
H  2.3352  0.0054  0.9023  0.1729
O  -0.9641  1.0571  -2.3346  -0.5988
N  -1.3111  -0.5141  -0.5971  -0.3727
N  -1.2105  0.8141  -0.9278  -0.1931
H  -0.9477  -0.5440  0.4776  0.3975
C  0.2870  1.2593  1.6089  -0.0911
H  -1.8213  1.3575  -2.6658  0.4732
C  1.5435  -0.6809  1.2303  -0.4598
H  -0.3517  1.2263  -0.4580  0.2931
H  -0.4277  -1.1926  -2.2786  0.3660
N  -0.4190  -1.4256  -1.2885  -0.7298
H  1.8780  -1.2607  2.0916  0.2122
H  1.1708  1.8806  1.4358  0.1583
H  -0.8339  -2.3470  -1.1982  0.3563
H  -0.5773  1.7431  2.0437  0.1893
H  1.3457  -1.3582  0.3969  0.2419
N  0.3040  -0.0203  1.5614  -0.4155

Forces on atoms 1 to 2 (eV/Å):
-0.026 0.064 0.207
-0.295 -0.629 0.783

Properties
E_LUMO   0.0321 hartree
Charge   0
SMILES   C=NC.NNNO
Orbital gap   0.305 Eh
HOMO level   -7.4 eV

=====

Entry from the OMol25 dataset: C2H10N4O as an isolated structure in a non-equilibrium geometry (ωB97M-V/def2-TZVPD).

Each line ends with the natural charge from an NBO analysis.
Cartesian coordinates (Å):
N  2.9981  0.0673  -0.1376  -0.6309
N  1.8819  -0.7233  -0.1990  -0.4801
H  0.1582  -0.2153  1.2620  0.1761
H  -3.0741  -1.4032  -0.7181  0.1592
H  0.1527  2.0456  1.0914  0.3883
C  0.3731  0.2033  0.2745  0.2167
H  -2.3102  -1.4563  0.8932  0.1532
H  2.9994  0.8600  -0.7805  0.3286
H  0.4870  2.0360  -0.5521  0.3822
O  -1.9631  0.2688  -0.2319  -0.4954
C  -2.7816  -0.7889  0.1491  -0.2645
H  3.1238  0.3955  0.8161  0.3534
N  0.6306  1.5726  0.3379  -0.8430
N  -0.3610  -0.2106  -0.8065  -0.3379
H  -0.4375  -1.2257  -0.8314  0.3554
H  1.8191  -1.0506  -1.1627  0.3379
H  -3.6963  -0.3754  0.5957  0.2007

Forces on atoms 1 to 2 (eV/Å):
0.755 0.482 0.094
-1.951 0.485 1.035

Properties
E_LUMO (alpha / beta)   0.0241 / 0.0241 hartree
Charge   0
Orbital gap (alpha / beta)   0.316 / 0.316 Eh
HOMO level (alpha / beta)   -7.9 / -7.9 eV

=====

Entry from the OMol25 dataset: an isolated ion of composition C2H10N8 and charge +2 in a non-equilibrium geometry (ωB97M-V/def2-TZVPD).

Each line ends with the natural charge from an NBO analysis.
Cartesian coordinates (Å):
N  0.9066  -1.6655  -0.6692  0.1996
N  -1.4468  0.5841  -1.5224  -0.8240
H  -1.4648  -0.0738  -2.2806  0.3984
H  1.2841  2.0525  -0.5440  0.4314
N  0.6316  -0.4864  -0.2350  -0.2454
H  -0.7916  -1.9791  -1.7757  0.4021
H  1.6578  -1.1669  1.9944  0.4714
H  0.3127  -3.2345  -1.6487  0.4438
H  2.3611  2.1067  0.5564  0.4358
H  -1.3272  1.4673  -1.9813  0.4290
H  2.7348  0.1815  2.0736  0.4434
N  2.1161  -0.2878  1.4771  -0.6832
N  -1.2738  0.2869  0.8960  -0.1897
C  -0.9747  0.2359  -0.3046  0.4233
N  1.6764  1.5512  0.1794  -0.6917
N  0.0256  -2.3611  -1.2974  -0.4278
H  -2.3964  0.7182  2.4346  0.4324
N  -2.4109  0.6835  1.4264  -0.5573
H  -3.1231  1.1231  0.7421  0.4173
C  1.5025  0.2642  0.4790  0.6913

Forces on atoms 1 to 2 (eV/Å):
0.130 -0.005 0.737
-0.042 -0.462 -0.274

Properties
E_LUMO   -0.3310 hartree
Charge   +2
SMILES   N/N=[N+](C(N)=[NH2+])\C(N)=N\N
Orbital gap   0.294 Eh
HOMO level   -17.0 eV

=====

Entry from the OMol25 dataset: a 2-piece molecular cluster, C2H10NO overall in a non-equilibrium geometry (ωB97M-V/def2-TZVPD).

Each line ends with the natural charge from an NBO analysis.
Cartesian coordinates (Å):
H  1.9016  0.6601  -0.4418  0.2261
C  0.5006  -1.3427  -0.6593  -0.4190
H  -2.5985  0.6414  -0.8650  0.5081
H  -0.0990  -2.1891  -0.3259  0.2389
C  1.3206  0.8761  0.4542  -0.4072
H  0.8307  1.8105  0.2234  0.2412
N  0.2797  -0.2662  0.3370  -0.5347
H  -0.6760  0.1732  0.2720  0.4719
O  -2.1941  0.8471  -0.0131  -0.9736
H  -2.8562  1.2187  0.5827  0.5164
H  1.5599  -1.5638  -0.6372  0.2356
H  0.1384  -0.5324  1.2857  0.4214
H  0.0877  -1.0841  -1.6232  0.2366
H  1.8044  0.7510  1.4106  0.2383

Forces on atoms 1 to 2 (eV/Å):
0.901 0.338 0.558
-0.497 -0.393 1.088

Properties
E_LUMO   -0.1202 hartree
Charge   +1
Orbital gap   0.496 Eh
HOMO level   -16.8 eV

=====

Calculated values (eV) of relative energy (zero: lowest compared OMol25 entry of this formula, charge and spin) for the records, taken in order: 0.588; 4.962; 3.024; 1.956; 1.029; 6.035; 5.860; 1.921; 0.706.